This record from the Open Molecules 2025 dataset describes a structure of composition C44H37BrClGeN2O6Pd. The level of theory is the ωB97M-V functional and the def2-TZVPD basis.

Element x y z (Å)
Pd -0.65468 -3.12955 1.84527
O -1.90604 0.91913 5.09260
C -2.76804 -0.16962 4.79843
C -3.78904 -0.61806 5.63364
C -4.86633 -1.31721 5.13306
C -4.85796 -1.67720 3.82151
C -3.74291 -1.40875 2.99860
C -2.66189 -0.68041 3.49973
C -1.36907 -0.55807 2.73627
O -1.36524 -1.35506 1.59036
N -0.43238 -1.15163 3.71196
N -0.00370 -2.37867 3.54119
C 0.72199 -2.97365 4.43034
C 1.48242 -4.12568 4.02180
Br 0.80145 -4.98378 2.32481
C 2.67813 -4.65502 4.55370
C 3.67512 -3.86729 5.25287
C 4.77139 -4.36412 6.01183
C 5.57481 -3.48984 6.68033
C 5.35981 -2.11106 6.65924
C 4.30469 -1.63344 5.93918
C 3.54935 -2.48552 5.15436
H -1.98961 1.15109 6.01397
H -3.64450 -0.36403 6.74751
H -5.71785 -1.53206 5.76565
H -5.77299 -2.09790 3.37703
H -3.77447 -1.75743 1.94784
H -0.99769 0.44765 2.47029
H -0.11362 -0.62909 4.49813
H 0.88825 -2.39962 5.35630
H 2.88148 -5.70956 4.43620
H 4.94613 -5.43741 6.12327
H 6.30098 -3.77875 7.42962
H 6.06453 -1.46306 7.16841
H 3.99214 -0.60254 5.97293
H 2.82552 -1.97740 4.52458
O 1.90189 -2.18641 -1.18734
C 1.13425 -1.31781 -1.60280
O -0.07778 -1.50782 -2.14741
C 1.52148 0.17671 -1.49333
C 0.29757 1.16640 -1.34970
Ge 0.21060 2.68179 -2.68892
C 1.44567 4.04943 -1.97261
C 2.34871 3.65778 -0.98012
C 3.26948 4.67451 -0.47794
C 3.28176 5.97032 -1.01565
C 2.44964 6.25872 -2.10772
C 1.48394 5.37754 -2.54543
C -1.56769 3.44677 -2.66841
C -2.45196 2.98050 -3.61883
C -3.77043 3.34518 -3.57140
C -4.34066 4.19813 -2.60138
C -3.46716 4.76116 -1.70925
C -2.09263 4.27985 -1.65840
C 0.55162 2.25001 -4.55232
C 1.06291 3.16312 -5.40749
C 1.63959 2.82894 -6.65186
C 1.66915 1.47045 -7.02999
C 1.09864 0.51772 -6.14643
C 0.53832 0.91401 -4.97820
H 2.01699 0.29941 -2.43428
H 2.35060 0.29052 -0.81533
H 0.24666 1.56044 -0.36018
H -0.65275 0.64112 -1.64627
H 2.26707 2.63565 -0.54084
H 3.85351 4.50355 0.41728
H 3.83754 6.72591 -0.54920
H 2.51533 7.18384 -2.66817
H 0.81747 5.67208 -3.40982
H -2.20122 2.23960 -4.41103
H -4.46114 3.03283 -4.37376
H -5.40878 4.24839 -2.58040
H -3.78439 5.43536 -0.90563
H -1.49520 4.63279 -0.84899
H 0.98292 4.24984 -5.23895
H 1.93774 3.64529 -7.27417
H 2.22526 1.09704 -7.91822
H 1.16639 -0.54010 -6.36462
H 0.10342 0.13604 -4.32740
Cl -1.08767 -4.13125 -6.33613
C -1.33890 -3.45961 -4.76071
C -2.65160 -3.25699 -4.29129
C -2.93770 -3.23184 -2.93750
C -1.95228 -3.12737 -1.99140
C -0.53742 -3.14922 -2.49481
C -0.36127 -3.28021 -3.88553
C -2.38929 -3.15708 -0.48600
O -3.37528 -2.46337 -0.28825
O -1.68411 -3.95006 0.24393
H -3.47405 -3.31519 -5.00061
H -3.98620 -3.08950 -2.57488
H 0.25587 -3.60024 -1.83208
H 0.67539 -3.27005 -4.21461

Forces on atoms 1 to 6 (eV/Å):
Pd -0.2486 -2.0792 -0.4600
O -0.2166 -1.6075 -0.2087
C -0.3914 0.6501 -0.5855
C 1.5711 1.5495 2.2996
C -0.0614 -0.1054 0.7610
C -0.3150 -0.0104 -1.7063

As for the HOMO energy (spin up / spin down): -2.577 / -4.426 eV. The total charge is -1. For the total energy, the calculation gives -7498.64882 Ha. Its spin multiplicity is 3. The expectation value of S² is 2.047. The value obtained for the LUMO energy (spin up / spin down) is 0.069 / 0.039 Ha.

Atom charges from the Löwdin analysis, given in e for atoms 1 to 6: number 1, Pd, carries 0.60; number 2, O, carries 0.03; number 3, C, carries -0.25; number 4, C, carries -0.06; number 5, C, carries -0.13; number 6, C, carries -0.10

***

This record from the Open Molecules 2025 dataset describes a cluster of 7 separate species, C44H37N6O25S in total. The level of theory is the ωB97M-V functional and the def2-TZVPD basis.

Element x y z (Å)
C -2.48695 1.89829 -4.13572
N -1.20748 1.94330 -4.37565
C -0.80788 0.66256 -4.31590
N 0.43737 0.26766 -4.49100
C 0.91852 -1.11061 -4.44978
C 2.18281 -1.21354 -3.57983
C 2.03717 -2.13807 -2.37288
C 0.78332 -1.92108 -1.53523
S 0.90747 -0.75704 -0.14210
C 1.73381 0.66463 -0.71188
N 2.64950 1.20519 -0.01822
N 3.04995 2.32359 -0.71405
C 2.36544 2.37910 -1.76149
O 1.47289 1.33831 -1.83526
N -1.84879 -0.13786 -4.05375
N -2.92424 0.68455 -3.92596
H -3.11306 2.76578 -4.12160
H 1.11662 0.99093 -4.65539
H 0.14498 -1.78219 -4.10552
H 1.15232 -1.40093 -5.46685
H 2.97729 -1.60442 -4.20150
H 2.49491 -0.21866 -3.28941
H 1.99712 -3.15417 -2.75401
H 2.93442 -2.08175 -1.76949
H -0.08477 -1.65043 -2.12441
H 0.54150 -2.85937 -1.05665
H 2.41142 3.10388 -2.54311
H -1.92479 -1.13264 -3.94536
H -3.86454 0.39531 -3.71263
C -1.16045 0.43054 -9.25701
C -0.35205 0.71869 -10.29047
C 0.68160 1.81587 -10.19275
O 1.39662 2.01020 -11.15083
C 0.76378 2.58134 -8.94904
C -0.06326 2.28563 -7.93962
C -1.06375 1.17772 -8.03782
O -1.76166 0.94761 -7.05249
O -0.08459 2.90542 -6.76283
O -0.39546 0.07394 -11.43855
H -1.89870 -0.35730 -9.28891
H 1.49580 3.37440 -8.89105
H -0.80794 2.46197 -6.27459
H 0.29062 0.47332 -12.00886
C -5.78118 -1.77192 -9.25678
C -4.95356 -1.29457 -8.32070
C -4.74784 -1.99823 -7.00707
O -3.96493 -1.50437 -6.20747
C -5.49019 -3.21544 -6.75413
C -6.32312 -3.69790 -7.68984
C -6.51280 -3.00753 -9.01349
O -7.26954 -3.51235 -9.81496
O -7.02877 -4.80085 -7.51979
O -4.25453 -0.17211 -8.47604
H -5.93529 -1.27453 -10.20389
H -5.34671 -3.70437 -5.80116
H -7.54364 -4.92882 -8.34044
H -3.72776 -0.06678 -7.65703
C -1.78124 2.47126 4.40045
C -1.36800 3.53754 3.70435
C -0.19068 3.46621 2.77444
O 0.10492 4.47000 2.15165
C 0.52455 2.20840 2.66362
C 0.12223 1.14238 3.37192
C -1.07440 1.20766 4.27802
O -1.41392 0.19548 4.86237
O 0.74104 -0.02839 3.30203
O -1.96748 4.71980 3.77073
H -2.63770 2.50663 5.05907
H 1.38150 2.17284 2.00565
H 0.28662 -0.63138 3.92813
H -1.47177 5.30811 3.17040
C 1.37538 0.16195 7.11491
C 1.92682 0.59222 8.25867
C 2.65362 -0.34003 9.18660
O 3.13993 0.12661 10.19565
C 2.73443 -1.74583 8.82599
C 2.18113 -2.17280 7.68442
C 1.47305 -1.23659 6.74747
O 1.01361 -1.70708 5.71961
O 2.21694 -3.44306 7.29761
O 1.87513 1.85546 8.64861
H 0.85248 0.82442 6.44334
H 3.24740 -2.41097 9.50595
H 1.74887 -3.47905 6.44322
H 2.35896 1.89898 9.49526
C 7.95965 0.92312 11.91109
C 6.76004 1.02090 11.32165
C 6.62032 1.17154 9.83365
O 5.49376 1.24507 9.38202
C 7.82671 1.22579 9.02601
C 9.02574 1.12924 9.61571
C 9.16706 0.96048 11.10328
O 10.28997 0.86321 11.55877
O 10.16679 1.17496 8.94167
O 5.61844 0.98386 11.99578
H 8.07315 0.81209 12.97996
H 7.71325 1.34824 7.95824
H 10.87621 1.08089 9.60588
H 4.90103 1.04535 11.33367
C -3.74424 -0.70343 0.40633
C -4.62917 -1.55721 -0.11462
C -5.58329 -2.33454 0.74768
O -6.36690 -3.07634 0.18742
C -5.50891 -2.16131 2.18814
C -4.61729 -1.30757 2.71664
C -3.68765 -0.50965 1.84914
O -2.92155 0.26450 2.38184
O -4.49092 -1.11430 4.01993
O -4.73765 -1.78296 -1.42476
H -3.05440 -0.13431 -0.20168
H -6.18635 -2.74126 2.79828
H -3.76724 -0.46847 4.14908
H -5.45703 -2.43855 -1.51872

Forces on atoms 1 to 6 (eV/Å):
C -0.1259 0.9550 -0.0421
N 0.5402 0.2120 0.2012
C 0.6695 -0.2130 -0.1389
N -0.3345 -0.3597 0.0112
C 0.6619 0.3984 -0.2174
C -0.1159 -0.2362 -0.1465

As for the HOMO energy: -10.495 eV. The total charge is +1. For the total energy, the calculation gives -4306.34425 Ha. The value obtained for the LUMO energy is -0.146 Ha.

Atom charges from the Löwdin analysis, given in e for atoms 1 to 6: number 1, C, carries -0.10; number 2, N, carries 0.16; number 3, C, carries -0.36; number 4, N, carries 0.12; number 5, C, carries -0.14; number 6, C, carries -0.16